Record 1
Entry from OMol25: a molecular structure, C3H12InN6O3 at a distorted geometry (ωB97M-V/def2-TZVPD).

Summary:
Multiplicity   1
Largest force on an atom   5.8 eV Å⁻¹
Total charge   +3
Molecular weight   295.0 g mol⁻¹
HOMO level   -21.28 eV
HOMO-LUMO gap   0.165 Ha
Energy above the lowest of the compared OMol25 structures with the same formula, charge and spin   126.2 kcal per mole

XYZ file:
```
25
Properties=species:S:1:pos:R:3:forces:R:3
In 1.45217 9.58081 10.64399 1.8 1.2 0.6
O 2.74556 11.04601 11.30186 0.0 -2.0 5.4
O 0.54956 11.18609 10.04246 -2.0 0.0 2.3
O 2.93398 10.29038 9.39465 0.2 -3.1 0.4
N 0.68796 13.31011 9.19905 0.1 3.0 1.1
N 4.13221 10.88823 7.58690 1.8 1.4 0.7
N 0.38371 11.66040 7.92442 -1.2 -1.9 -3.1
N 4.32419 12.21466 10.02860 0.9 -0.6 0.9
N 2.71524 13.17609 11.01393 -2.4 4.5 2.9
N 2.18316 10.08752 7.31617 -2.3 -2.0 -0.9
C 0.55006 12.05052 9.13546 -0.7 -1.2 -0.9
C 3.31734 12.07479 10.94293 2.3 -1.7 -4.6
C 3.03917 10.46415 8.19119 3.7 0.0 -4.1
H 4.80158 13.09951 10.12461 0.6 -0.3 -0.3
H 0.60831 13.84982 10.04903 -0.1 0.2 -0.3
H 2.25058 13.27278 11.90546 -0.5 1.0 0.0
H 0.50501 13.64916 8.26542 -0.1 1.8 0.8
H 1.53413 9.45480 7.76175 -0.5 -0.2 -1.6
H 0.52824 12.29474 7.15187 -0.5 -0.3 -0.2
H 0.35932 10.66901 7.73298 -0.9 1.1 -0.2
H 4.19203 10.97645 6.58254 0.1 -0.3 0.0
H 4.75662 11.47746 9.49041 0.1 0.4 1.9
H 3.04784 13.95985 10.47061 -0.1 0.3 0.7
H 2.05751 10.69430 6.51861 -0.4 -1.0 -0.5
H 4.93228 11.23172 8.09876 -0.1 -0.1 -1.0
```
Forces are in eV/Å.

Atom charges from the Löwdin analysis, given in e for atoms 1 to 5: 1.676 -0.039 -0.007 -0.031 0.277



Record 2
Entry from OMol25: 3 unconnected molecules or ions with the total composition H6O3 (ωB97M-V/def2-TZVPD).

Summary:
SMILES string   O.O.O
Multiplicity   1
Largest force on an atom   0.6 eV Å⁻¹
Total charge   0
Molecular weight   54.0 g mol⁻¹
HOMO level   -10.62 eV
HOMO-LUMO gap   0.405 Ha
Energy above the lowest of the compared OMol25 structures with the same formula, charge and spin   8.1 kcal per mole

XYZ file:
```
9
Properties=species:S:1:pos:R:3:forces:R:3
O 0.29526 -0.09464 0.19851 -0.1 -0.1 0.4
O -0.44471 1.04769 -2.36144 0.2 0.1 0.1
O 0.63757 -0.42331 2.95843 0.1 0.0 0.6
H 0.26315 -0.17978 2.11183 0.0 0.2 -0.6
H 0.28851 -0.94928 -0.23251 0.0 -0.2 -0.1
H 0.35846 -1.32902 3.09267 0.0 -0.2 0.1
H -1.37362 0.94330 -2.15538 -0.3 0.0 0.1
H 0.26745 0.53687 -0.52028 -0.1 0.3 -0.4
H -0.29207 0.44816 -3.09185 0.1 -0.1 -0.2
```
Forces are in eV/Å.

Atom charges from the natural (NBO) analysis, given in e for atoms 1 to 5: -0.969 -0.946 -0.956 0.491 0.470



Record 3
Entry from OMol25: 2 unconnected molecules or ions with the total composition C7H9N5O at a distorted geometry (ωB97M-V/def2-TZVPD).

Summary:
Multiplicity   1
Largest force on an atom   3.8 eV Å⁻¹
Total charge   +2
Molecular weight   179.2 g mol⁻¹
HOMO level   -15.85 eV
HOMO-LUMO gap   0.312 Ha
Energy above the lowest of the compared OMol25 structures with the same formula, charge and spin   44.7 kcal per mole

XYZ file:
```
22
Properties=species:S:1:pos:R:3:forces:R:3
O 1.04811 0.65994 -0.16891 -1.0 -1.2 -0.8
N 0.08374 -0.21913 0.38072 1.3 0.3 0.3
N -0.69863 -1.15433 2.18479 -1.3 -0.7 -0.5
N 0.25043 -0.41268 1.73559 -2.4 -1.2 -0.9
N 2.95574 3.62861 -1.78313 0.4 -0.3 3.0
N 3.59080 4.10110 0.54054 0.4 2.9 -0.7
C -2.47316 -2.35299 -1.21384 1.7 -1.0 -1.7
C -1.47275 -1.56922 1.13119 1.2 -0.3 0.4
C -2.56104 -2.47517 1.14874 0.0 0.3 -0.5
C -3.07685 -2.85409 -0.06750 -0.3 -0.2 1.3
C -1.32325 -1.56792 -1.33062 -1.6 -0.4 0.2
C -0.88885 -1.13227 -0.09996 1.4 2.1 2.0
C 3.20740 3.78890 -0.63987 -0.6 0.4 -3.7
H -2.95208 -2.86457 2.06027 0.0 -0.1 0.6
H 2.44360 3.30673 -2.60578 0.3 0.5 0.4
H 3.71016 3.35364 1.16334 0.4 -0.9 1.4
H -2.66971 -2.87748 -2.12960 -0.8 0.2 -0.5
H 0.64100 0.09996 2.52351 1.0 0.9 -1.0
H -3.87561 -3.62163 -0.11709 0.6 0.8 -0.1
H 1.05167 0.49881 -1.14771 -0.1 -0.1 1.0
H -0.92489 -1.44594 -2.32409 0.4 0.4 0.2
H 3.93415 5.10976 0.75940 -0.8 -2.3 -0.4
```
Forces are in eV/Å.

Atom charges from the natural (NBO) analysis, given in e for atoms 1 to 5: -0.497 0.119 -0.063 -0.116 -0.469



Record 4
Entry from OMol25: a molecular structure, C38H47N6O3Si3Ti (ωB97M-V/def2-TZVPD).

Summary:
Multiplicity   2
Largest force on an atom   1.0 eV Å⁻¹
Total charge   0
Molecular weight   768.0 g mol⁻¹
HOMO level (alpha / beta)   -7.16 / -7.26 eV
⟨S²⟩   0.754
HOMO-LUMO gap (alpha / beta)   0.235 / 0.236 Ha
Energy above the lowest of the compared OMol25 structures with the same formula, charge and spin   36.8 kcal per mole

XYZ file:
```
98
Properties=species:S:1:pos:R:3:forces:R:3
Ti -0.26676 0.67066 -0.84094 -0.5 -0.7 -0.5
Si 1.20151 -0.46939 2.50416 0.0 0.1 -0.1
Si 0.55537 -2.33687 -0.16099 0.0 0.1 -0.1
Si -0.63083 -2.73966 2.48216 0.0 0.0 -0.1
O 0.32084 -1.20520 -1.48138 0.3 -0.1 0.0
O 2.26742 1.28778 -4.35063 0.0 0.0 0.1
O -2.95015 -0.06325 -3.99137 0.0 0.0 -0.1
N -1.55999 0.88142 -2.39983 0.0 0.2 -0.2
N 0.98385 1.38993 -2.44651 0.0 0.3 0.0
N -2.40481 -0.66887 -0.56159 0.2 0.2 0.0
N -1.83518 2.05938 0.17875 0.0 0.1 0.0
N 0.73017 2.47835 0.14101 0.1 -0.1 -0.1
N 3.14268 0.10174 -1.14530 0.2 -0.1 -0.3
C -3.01501 -0.82565 -1.74126 0.0 0.0 0.0
C 5.22540 -1.07581 -1.27513 0.0 0.0 0.0
C 0.14825 2.33474 -3.11516 0.2 0.0 0.0
C 0.59386 -4.12940 2.87180 0.0 -0.1 0.0
C 2.25634 -3.10114 -0.40571 0.2 0.0 0.0
C -3.04055 -1.06569 0.53125 0.0 -0.2 0.1
C -2.12295 2.88194 -3.74670 0.0 0.0 0.0
C -4.87396 -1.91017 -0.73982 -0.1 0.0 -0.1
C 0.58980 3.52099 -3.69868 0.0 0.0 0.1
C 0.43891 -1.64598 -2.84630 0.0 0.1 0.2
C -4.29674 -1.65652 0.49000 0.1 -0.1 0.1
C 1.92701 4.52077 1.58220 -0.1 0.1 0.2
C 2.27095 -1.41356 3.75672 0.0 0.0 0.0
C 2.52192 0.69038 1.78140 0.0 0.0 0.0
C 4.16759 -0.53199 -0.56923 0.0 0.0 -0.1
C 1.96177 2.89703 -0.15185 0.0 0.1 0.0
C -2.16208 -3.75530 1.96009 -0.1 0.0 0.1
C -1.37308 2.75826 1.21962 0.4 0.1 0.0
C -1.67478 4.05230 -4.33099 0.0 0.0 0.0
C -0.59137 -3.72396 -0.70161 0.1 -0.2 -0.1
C -0.31927 4.37465 -4.29788 0.0 0.0 0.0
C 2.58941 3.92268 0.53400 0.1 -0.1 -0.2
C 0.07327 3.09353 1.12723 -0.5 0.0 0.0
C -1.25579 -2.09870 4.14651 0.0 0.0 0.1
C -3.57044 3.10636 2.06462 0.1 0.1 0.2
C -4.21735 -1.48715 -1.88700 -0.1 0.0 0.0
C -2.20014 3.24771 2.21426 -0.2 0.0 0.1
C 0.10036 0.68139 3.56116 0.0 0.1 0.0
C 3.15539 0.21984 -2.47143 -0.1 0.0 0.0
C 5.22391 -0.95890 -2.65657 0.1 0.0 0.0
C 0.15372 -1.45415 1.34716 -0.1 0.0 0.3
C -1.20701 2.03033 -3.13324 -0.1 0.0 -0.1
C -4.05760 2.51778 0.91525 -0.1 -0.1 -0.2
C 2.06690 1.01368 -3.16981 0.0 -0.1 0.0
C 0.63886 4.10267 1.88111 0.2 0.1 0.1
C -2.47115 0.00939 -2.87192 0.0 0.0 0.1
C 4.17575 -0.29577 -3.26570 0.0 -0.1 0.0
C -3.15498 1.99239 0.00800 0.0 0.0 0.0
H 2.54744 0.79616 0.69518 -0.1 -0.1 0.5
H -1.67222 -2.97770 4.65137 0.0 0.1 0.0
H 0.39716 1.72642 3.42089 0.0 -0.1 0.0
H -2.37926 4.71652 -4.81641 0.0 0.0 0.0
H 6.03244 -1.37037 -3.24835 0.0 0.0 0.0
H 1.72904 -1.96561 4.52383 0.0 0.0 0.0
H -0.95924 0.59282 3.30963 0.0 0.0 0.0
H -4.63438 -1.59041 -2.87908 0.0 0.0 0.0
H 0.02977 5.29119 -4.75788 0.0 0.0 0.0
H -0.63663 -4.53333 0.03153 0.0 0.1 -0.1
H -0.30429 -2.41622 -3.04606 0.0 0.0 0.0
H -1.92589 -4.80805 2.14894 0.0 0.1 0.0
H 0.20267 0.46613 4.62859 0.0 0.0 0.0
H 3.50607 0.33826 2.10345 -0.1 0.1 0.1
H 1.64639 3.75283 -3.70529 0.0 0.0 0.0
H -2.51473 -0.90224 1.46414 0.0 0.0 0.0
H -1.78551 3.73474 3.08505 0.0 0.0 0.0
H -4.78195 -1.94164 1.41285 0.0 0.0 0.0
H 1.50697 -3.81086 3.37077 0.0 0.0 0.0
H 0.26279 -0.79864 -3.49886 0.0 0.0 -0.1
H 2.44650 2.36946 -0.95551 0.0 0.0 0.0
H -0.51447 -1.65693 4.80746 0.0 0.0 0.0
H 3.58497 4.22216 0.23876 0.0 0.0 0.0
H -2.06874 -1.37573 4.02511 0.0 0.0 0.0
H 4.11696 -0.14950 -4.33386 0.0 0.0 0.0
H 2.12674 -4.16909 -0.60050 0.1 0.0 0.0
H 4.13480 -0.61764 0.51045 0.0 0.0 -0.2
H 2.80845 -2.67813 -1.24821 0.0 0.0 0.0
H 2.94031 -2.11749 3.25255 0.0 0.1 0.0
H 2.89768 -0.67033 4.26193 0.0 0.0 0.0
H -3.48683 1.50060 -0.89247 0.0 0.0 0.0
H 6.02218 -1.58335 -0.74778 0.0 0.0 0.0
H -3.17044 2.61013 -3.77413 0.0 0.0 0.0
H -2.50431 -3.68839 0.93704 0.0 0.1 -0.1
H -5.11713 2.43761 0.71761 0.0 0.0 0.0
H 0.88769 -4.64769 1.95115 0.0 0.0 0.0
H -5.83541 -2.40443 -0.80628 0.0 0.0 0.0
H 2.37953 1.68121 2.22567 0.1 -0.1 0.0
H -3.00303 -3.49526 2.61208 0.0 0.0 0.0
H -4.24290 3.47982 2.82616 0.0 0.0 0.0
H 2.38684 5.31728 2.15321 0.0 0.0 0.0
H -0.16162 -4.15453 -1.61117 0.0 0.0 0.0
H 1.43863 -2.04492 -3.02231 0.0 0.0 0.0
H 0.07235 4.58317 2.66442 0.0 0.0 0.0
H -1.61127 -3.40648 -0.92515 0.0 0.0 0.0
H 2.88105 -2.99763 0.48627 -0.1 0.0 -0.1
H 0.09565 -4.86893 3.50930 0.1 0.0 0.0
```
Forces are in eV/Å.

Atom charges from the Löwdin analysis, given in e for atoms 1 to 5: 1.122 0.384 0.323 0.375 -0.424



Record 5
Entry from OMol25: 8 unconnected molecules or ions with the total composition C17H26FN7O16 (ωB97M-V/def2-TZVPD).

Summary:
SMILES string   O=C1C=CC(=O)c2cc(F)ccc21.C[N+](=O)[O-].C[N+](=O)[O-].C[N+](=O)[O-].C[N+](=O)[O-].C[N+](=O)[O-].C[N+](=O)[O-].C[N+](=O)[O-]
Multiplicity   1
Largest force on an atom   0.4 eV Å⁻¹
Total charge   0
Molecular weight   603.4 g mol⁻¹
HOMO level   -9.19 eV
HOMO-LUMO gap   0.326 Ha
Energy above the lowest of the compared OMol25 structures with the same formula, charge and spin   0.0 kcal per mole

XYZ file:
```
67
Properties=species:S:1:pos:R:3:forces:R:3
F 3.49361 -0.99092 -1.00938 0.2 0.0 -0.1
O -1.19310 5.14838 0.11327 0.0 0.0 0.0
O 3.42202 -1.36590 3.94897 0.0 -0.1 0.1
O 0.21911 0.31835 0.53715 0.0 0.1 0.0
O 10.07442 -2.59857 1.40604 0.0 0.0 0.0
O 2.65559 3.33467 -3.58959 0.0 0.1 0.0
O 10.14680 -1.81861 3.41358 0.0 0.0 0.0
O -8.89259 -1.12481 -1.43768 0.0 0.0 0.1
O 0.31733 1.29142 2.45669 0.0 0.0 0.0
O 1.66390 1.77330 -2.48606 0.0 0.0 0.0
O 5.28961 -0.77804 3.05728 0.0 0.0 0.0
O -0.88368 -3.28167 -2.55280 0.0 0.2 -0.1
O -9.85135 -0.22596 -3.14241 0.0 0.0 0.0
O -1.01296 -4.04241 2.26376 -0.1 0.2 0.2
O 0.70252 4.14458 0.29224 0.0 0.0 0.0
O -4.90216 -2.08030 -3.37606 0.0 0.0 0.0
O -4.97898 -1.05146 -1.48850 -0.1 0.1 0.0
N 4.37672 -0.63053 3.84875 -0.1 0.1 0.0
N 9.60878 -1.97697 2.33709 0.0 0.0 0.0
N -0.21577 1.06130 1.38932 0.0 0.1 -0.1
N -0.05913 4.91467 -0.25355 0.0 0.0 -0.1
N -5.33683 -1.22408 -2.64003 0.0 0.0 0.1
N 2.65571 2.34954 -2.87701 0.0 -0.1 0.1
N -9.78824 -0.49512 -1.96058 0.0 0.0 0.0
C -1.01729 -3.28877 1.31716 0.1 0.0 0.1
C 0.24728 -2.47034 -0.62815 0.0 0.0 0.0
C -0.95776 -2.85353 -1.42508 0.0 0.0 0.0
C 3.98295 1.83278 -2.44077 0.0 -0.1 0.1
C 1.32684 -2.37407 1.51764 -0.1 -0.2 0.0
C -1.49060 1.76499 1.09670 -0.2 0.0 -0.1
C -6.38378 -0.32305 -3.18899 0.0 0.1 0.0
C 4.41319 0.54981 4.75370 0.1 0.1 0.0
C 8.26965 -1.35053 2.16101 0.0 0.0 -0.1
C -10.88503 -0.01985 -1.07366 -0.1 0.1 -0.1
C 1.35704 -1.91487 -1.23748 -0.1 -0.2 -0.3
C 0.22263 -2.69534 0.74567 0.0 0.0 -0.2
C -2.27222 -2.90259 0.61224 0.0 0.1 -0.2
C 0.41579 5.61833 -1.47648 0.1 0.0 0.0
C 2.42140 -1.57553 -0.43782 -0.2 0.0 0.1
C -2.25249 -2.69727 -0.70351 0.0 0.1 0.2
C 2.43376 -1.79554 0.91983 0.1 -0.1 0.3
H 3.29568 -1.52537 1.50969 0.1 0.0 0.0
H 4.40237 0.17376 5.77203 -0.1 0.0 0.0
H 4.54455 1.57449 -3.33341 0.0 0.1 0.0
H 1.37459 -1.75367 -2.30613 0.0 0.0 0.0
H -11.60143 0.52133 -1.67940 0.0 0.0 0.0
H -1.83761 1.43441 0.12456 0.0 0.0 0.0
H 8.39080 -0.28280 2.31350 0.0 0.0 0.1
H -5.95383 0.18422 -4.04786 0.0 -0.1 0.0
H 7.61035 -1.76811 2.91371 0.0 0.0 0.0
H 3.51825 1.13158 4.55244 0.0 0.0 0.0
H 5.31437 1.11306 4.54446 0.0 0.0 0.0
H 1.30524 -2.57879 2.57842 0.1 0.0 0.1
H -1.27697 2.82892 1.10432 0.0 0.0 0.1
H -0.25388 5.34378 -2.28545 0.0 0.0 0.0
H -11.32948 -0.89736 -0.61447 0.0 0.0 0.0
H -7.22269 -0.94156 -3.48581 0.0 0.0 0.0
H 1.43157 5.30171 -1.67861 0.0 0.0 0.0
H -3.18162 -2.82613 1.19298 0.0 -0.2 0.1
H -10.43509 0.61704 -0.31839 0.0 -0.1 0.0
H -6.66808 0.37682 -2.41362 0.0 0.0 0.0
H -2.20118 1.51150 1.87795 0.1 0.0 0.1
H 4.47255 2.63908 -1.90284 0.0 0.0 -0.1
H -3.13939 -2.41421 -1.25640 0.1 -0.2 -0.1
H 3.82494 0.96934 -1.80845 -0.1 0.0 0.0
H 7.91566 -1.57256 1.16173 0.0 0.0 0.0
H 0.35762 6.68404 -1.27744 -0.1 0.0 0.0
```
Forces are in eV/Å.

Atom charges from the natural (NBO) analysis, given in e for atoms 1 to 5: -0.337 -0.388 -0.362 -0.375 -0.372